A structure of composition C29H54BBrI2N10O25PS at a distorted geometry, computed with ωB97M-V/def2-TZVPD.

Geometry as XYZ:
```
124
Properties=species:S:1:pos:R:3
C -4.315 -0.658 -5.197
C -2.968 -0.829 -5.952
B -1.859 -0.106 -5.094
O -1.867 1.301 -5.133
P -0.571 -1.153 -4.004
C -0.691 0.171 -2.618
O -0.156 -0.310 -1.372
C 0.281 0.618 -0.470
C 1.584 0.410 -0.011
C 2.187 1.221 0.940
C 3.576 0.957 1.471
C 1.461 2.295 1.446
C 0.158 2.507 0.996
C -0.462 1.687 0.049
C -1.909 1.944 -0.350
C -2.510 3.182 0.325
C -2.747 0.721 0.090
C 0.910 -0.315 -4.939
C 1.933 0.447 -4.166
O 1.913 1.630 -4.093
Br 3.437 -0.414 -3.247
O -2.026 -1.893 -3.240
C -1.818 -3.142 -2.796
S -2.725 -4.272 -3.987
I -3.062 -3.322 -1.019
C -0.254 -3.404 -2.596
C 0.169 -4.644 -3.391
C 1.567 -5.220 -3.198
O 1.714 -6.394 -3.228
I 3.315 -4.036 -2.905
O 0.166 -3.382 -1.202
C 0.005 -4.501 -0.580
N -0.182 -5.490 -0.033
O 0.395 -2.279 -3.083
H -4.150 -0.428 -4.142
H -4.869 0.167 -5.611
H -4.939 -1.545 -5.267
H -2.746 -1.877 -6.135
H -3.093 -0.314 -6.906
H -2.517 1.676 -4.532
H -0.659 -2.172 -5.050
H -1.762 0.299 -2.470
H -0.293 1.144 -2.908
H 2.148 -0.423 -0.408
H 3.990 1.902 1.807
H 3.450 0.352 2.370
H 4.216 0.454 0.754
H 1.896 2.941 2.196
H -0.371 3.334 1.438
H -1.997 2.103 -1.422
H -3.485 3.349 -0.100
H -1.854 4.031 0.163
H -2.628 2.999 1.384
H -3.795 0.972 0.227
H -2.322 0.344 1.018
H -2.639 -0.083 -0.634
H 1.424 -1.121 -5.466
H 0.569 0.377 -5.702
H -1.950 -4.177 -5.079
H -0.474 -5.470 -3.107
H 0.065 -4.386 -4.438
C 6.127 -0.449 4.856
N 4.962 0.464 4.715
O 3.895 0.067 5.143
O 5.137 1.538 4.187
H 5.795 -1.359 5.339
H 6.507 -0.650 3.859
H 6.868 0.062 5.458
C 7.842 -2.065 8.551
N 8.547 -2.371 7.276
O 9.362 -3.264 7.277
O 8.242 -1.698 6.311
H 8.209 -2.740 9.315
H 8.058 -1.031 8.802
H 6.778 -2.210 8.377
C -7.194 -0.883 -9.192
N -6.906 -0.512 -7.779
O -7.733 -0.803 -6.940
O -5.857 0.054 -7.570
H -8.157 -1.379 -9.227
H -7.203 0.034 -9.772
H -6.399 -1.543 -9.523
C 2.378 -2.814 6.114
N 3.402 -3.607 6.849
O 4.253 -2.996 7.474
O 3.328 -4.812 6.780
H 2.581 -1.763 6.274
H 2.465 -3.072 5.062
H 1.410 -3.091 6.503
C -1.964 -1.520 6.051
N -0.964 -2.318 6.814
O -0.108 -1.718 7.436
O -1.062 -3.525 6.762
H -1.744 -0.469 6.192
H -1.876 -1.803 5.006
H -2.945 -1.774 6.440
C -5.627 6.809 -1.393
N -4.911 5.548 -1.053
O -3.775 5.638 -0.640
O -5.527 4.516 -1.219
H -4.963 7.642 -1.199
H -5.895 6.756 -2.444
H -6.514 6.858 -0.769
C -3.742 4.152 4.991
N -3.537 3.278 3.805
O -4.367 3.303 2.919
O -2.540 2.589 3.805
H -4.664 4.705 4.853
H -3.794 3.509 5.863
H -2.886 4.818 5.054
C 2.056 2.957 5.612
N 0.876 3.858 5.487
O -0.185 3.468 5.930
O 1.057 4.934 4.956
H 1.746 2.044 6.103
H 2.428 2.753 4.612
H 2.800 3.486 6.201
C 4.587 -0.323 -6.866
N 3.849 -1.411 -7.565
O 3.893 -1.441 -8.780
O 3.252 -2.193 -6.862
H 5.070 0.297 -7.612
H 3.862 0.246 -6.290
H 5.313 -0.792 -6.210
```

Its charge is -1. The HOMO-LUMO gap is 0.2277 Ha. As for the HOMO energy: -4.970 eV. As for the energy: -7498.93563 hartree. For the LUMO energy, the calculation gives 1.23 eV.